Here is 2 unconnected molecules or ions with the total composition C4H11N2O at a distorted geometry from the OMol25 dataset. Energies are from the ωB97M-V functional and the def2-TZVPD basis.

CARTESIAN COORDINATES (ANGSTROEM)
C (-1.773, -0.925, 0.565)
C (-2.770, 0.796, -0.813)
C (2.161, 1.054, 0.740)
C (2.897, -0.789, -0.442)
N (-2.833, -0.187, 0.238)
N (1.842, -0.062, 0.267)
O (-0.657, -0.757, 0.147)
H (-2.155, 0.437, -1.671)
H (-3.791, 1.114, -1.040)
H (-2.343, 1.705, -0.470)
H (-1.958, -1.705, 1.423)
H (3.204, 1.420, 0.810)
H (1.361, 1.654, 1.300)
H (3.504, 0.040, -0.890)
H (2.707, -1.524, -1.214)
H (3.565, -1.246, 0.292)
H (-3.827, -0.576, 0.471)
H (0.866, -0.449, 0.284)

Cartesian forces (eV/Å) of the 3 atoms listed first:
C -2.086 -1.489 2.971
C -0.201 0.028 -0.867
C -1.411 1.896 2.595

Maximum force: 3.924 eV/A
Orbital gap: 9.5 eV
E_LUMO: -4.34 eV
HOMO energy: -13.8 eV
Spin multiplicity: 1
Relative energy (zero: lowest compared OMol25 entry of this formula, charge and spin): 2.069 eV
M: 103.14 g/mol
Charge: +1

---

Here is a gas-phase ion, C2H7N4S (charge +1) at a distorted geometry from the OMol25 dataset. Energies are from the ωB97M-V functional and the def2-TZVPD basis.

CARTESIAN COORDINATES (ANGSTROEM)
C (-1.264, 0.753, -0.028)
C (2.157, 0.007, 0.092)
N (-0.057, 0.880, -0.336)
N (0.921, 0.122, -0.544)
N (-0.330, -2.002, 0.079)
N (-2.207, 1.659, -0.044)
S (-1.802, -1.107, 0.170)
H (2.711, -0.781, -0.353)
H (2.173, -0.006, 1.145)
H (2.568, 0.987, -0.287)
H (0.079, -2.542, 0.889)
H (0.005, -2.168, -0.939)
H (-1.846, 2.660, -0.103)
H (-3.107, 1.538, 0.259)

Cartesian forces (eV/Å) of the 3 atoms listed first:
C -0.491 -2.955 -0.137
C 0.288 2.520 -0.392
N 2.825 -0.952 1.717

Maximum force: 4.794 eV/A
Orbital gap (alpha / beta): 7.8 / 7.8 eV
E_LUMO (alpha / beta): -5.63 / -5.63 eV
HOMO energy (alpha / beta): -13.4 / -13.4 eV
Spin multiplicity: 1
Relative energy (zero: lowest compared OMol25 entry of this formula, charge and spin): 2.994 eV
M: 119.17 g/mol
Charge: +1

---

Here is a molecular structure, C2H3AgFO2 at a distorted geometry from the OMol25 dataset. Energies are from the ωB97M-V functional and the def2-TZVPD basis.

CARTESIAN COORDINATES (ANGSTROEM)
F (0.726, 0.662, -2.966)
H (1.099, -0.139, -3.289)
O (1.893, -0.136, 0.459)
C (0.807, -0.224, 0.152)
C (-0.696, -0.152, 0.413)
O (-0.909, -0.499, 1.667)
H (-1.109, -0.825, -0.368)
H (-0.953, 0.886, 0.098)
Ag (-0.859, 0.427, 3.834)

Cartesian forces (eV/Å) of the 3 atoms listed first:
F 0.348 -0.839 -0.129
H -0.342 0.787 0.190
O -0.871 -0.407 -0.565

Maximum force: 2.356 eV/A
Orbital gap (alpha / beta): 4.2 / 8.2 eV
E_LUMO (alpha / beta): -1.24 / -1.19 eV
HOMO energy (alpha / beta): -5.4 / -9.4 eV
⟨S²⟩: 0.751
Spin multiplicity: 2
Relative energy (zero: lowest compared OMol25 entry of this formula, charge and spin): 0.730 eV
M: 185.91 g/mol
Charge: 0

---

Here is a molecular structure, C18H13MoN7O7S3Sb at a distorted geometry from the OMol25 dataset. Energies are from the ωB97M-V functional and the def2-TZVPD basis.

CARTESIAN COORDINATES (ANGSTROEM)
Mo (-1.327, -2.445, -0.773)
S (-2.230, -6.523, 1.658)
Sb (-3.670, -4.938, 0.959)
S (-2.202, -2.871, 1.297)
S (-2.850, -3.544, -1.846)
O (0.085, -2.478, -4.193)
C (0.390, -2.442, -3.046)
O (-0.267, -1.709, -2.127)
C (1.540, -3.129, -2.359)
C (2.822, -3.179, -2.892)
C (3.871, -3.579, -2.077)
C (3.695, -3.876, -0.729)
C (2.412, -3.877, -0.217)
C (1.320, -3.560, -1.038)
O (0.081, -3.574, -0.546)
N (2.058, -3.916, 1.212)
O (2.310, -2.881, 1.782)
O (1.457, -4.858, 1.634)
N (5.249, -3.589, -2.615)
O (6.108, -3.889, -1.834)
O (5.367, -3.274, -3.765)
H (2.995, -2.890, -3.920)
H (4.561, -4.096, -0.119)
C (-0.073, -0.184, 1.380)
C (-0.809, 0.316, 0.197)
N (-1.673, -0.380, -0.550)
C (-2.124, 0.471, -1.538)
C (-1.534, 1.681, -1.370)
N (-0.706, 1.569, -0.282)
C (0.104, 2.623, 0.290)
N (-0.556, 3.230, 1.405)
N (-0.553, 2.640, 2.611)
N (-1.174, 3.342, 3.440)
C (-1.675, 4.455, 2.851)
C (-2.443, 5.518, 3.324)
C (-2.747, 6.525, 2.425)
C (-2.327, 6.473, 1.091)
C (-1.561, 5.430, 0.604)
C (-1.259, 4.405, 1.492)
H (-0.546, -1.079, 1.790)
H (-0.066, 0.567, 2.176)
H (0.968, -0.424, 1.140)
H (-2.853, 0.156, -2.268)
H (-1.621, 2.582, -1.940)
H (0.300, 3.378, -0.475)
H (1.052, 2.202, 0.639)
H (-2.799, 5.523, 4.344)
H (-3.326, 7.373, 2.757)
H (-2.590, 7.284, 0.431)
H (-1.183, 5.443, -0.406)

Cartesian forces (eV/Å) of the 3 atoms listed first:
Mo -3.234 -1.217 -1.286
S 0.327 -0.109 0.091
Sb 0.564 1.509 -0.479

Maximum force: 3.687 eV/A
Orbital gap (alpha / beta): 3.7 / 2.5 eV
E_LUMO (alpha / beta): -9.66 / -10.86 eV
HOMO energy (alpha / beta): -13.4 / -13.4 eV
⟨S²⟩: 0.778
Spin multiplicity: 2
Relative energy (zero: lowest compared OMol25 entry of this formula, charge and spin): 2.105 eV
M: 753.25 g/mol
Charge: +2